1.
Entry from the Open Molecules 2025 dataset: a structure of composition C6H6 at a distorted geometry (wB97M-V/def2-TZVPD).

Structure (XYZ):
```
12
C6H6, DFT wB97M-V/def2-TZVPD
C 1.142 -0.583 -0.917
C 0.101 -1.045 -0.176
C 0.075 -0.568 1.223
C 0.150 0.788 -0.959
C -1.028 -0.024 -0.607
C -0.368 0.727 0.488
H 2.188 -0.583 -1.010
H -0.858 -0.976 1.598
H 1.045 -0.755 1.848
H 0.524 1.689 -1.442
H -2.022 -0.092 -1.096
H -0.949 1.423 1.050
```

Computed properties:
Highest occupied orbital energy (spin up / spin down) ... -7.6 / -7.6 eV
LUMO energy (spin up / spin down) ... 0.6 / 0.6 eV
Total charge ... 0
ΔE to the lowest compared entry with this formula, charge and spin ... 723.9 kJ/mol

***

2.
Entry from the Open Molecules 2025 dataset: a cluster of 13 separate species, C5H39N2O12 in total at a distorted geometry (wB97M-V/def2-TZVPD).

Structure (XYZ):
```
58
C5H39N2O12, DFT wB97M-V/def2-TZVPD
N -1.210 0.983 -1.793
C -2.273 0.768 -0.706
C -1.749 0.400 0.704
N -0.591 1.196 0.945
C -0.807 2.447 1.694
C 0.092 2.607 2.775
C 1.565 2.914 2.225
H -1.025 0.235 -2.424
H -1.542 1.744 -2.432
H -0.309 1.285 -1.433
H -3.050 1.746 -0.606
H -3.007 0.079 -1.103
H -2.554 0.376 1.465
H -1.573 -0.661 0.838
H 0.305 0.781 1.057
H -1.835 2.394 1.929
H -0.762 3.343 0.862
H -0.023 1.792 3.487
H -0.287 3.436 3.502
H 1.652 1.920 1.630
H 2.374 2.995 2.926
H 1.526 3.771 1.587
H -0.772 -1.300 4.754
H -0.808 0.186 5.078
O -0.672 -0.439 4.330
H 3.226 0.513 3.817
H 3.165 1.725 3.023
O 3.750 1.066 3.412
H -3.234 -0.593 -4.407
H -1.648 -0.377 -4.601
O -2.500 0.077 -4.401
H 1.964 -2.871 -2.430
H 2.123 -2.919 -4.090
O 2.227 -2.435 -3.312
H 2.261 0.326 -0.583
H 2.217 -0.396 -1.986
O 1.830 0.201 -1.405
H -0.171 -4.754 -0.870
H 0.091 -3.289 -0.195
O 0.046 -3.935 -0.983
H 1.229 -1.330 0.584
H 0.756 -1.109 -0.820
O 0.419 -1.340 0.039
H -2.729 -3.220 0.419
H -1.562 -2.303 0.431
O -2.540 -2.411 0.628
H 0.190 -1.236 -4.079
H -0.722 -1.775 -3.068
O -0.472 -1.003 -3.447
H 1.914 -1.724 3.579
H 0.494 -1.923 2.835
O 1.350 -1.666 2.725
H 3.739 0.294 1.460
H 4.227 0.013 0.154
O 3.421 -0.086 0.657
H -2.646 2.932 -3.851
H -3.344 3.620 -2.818
O -2.885 2.746 -2.974
```

Computed properties:
Highest occupied orbital energy ... -11.1 eV
LUMO energy ... -2.3 eV
Total charge ... +1
ΔE to the lowest compared entry with this formula, charge and spin ... 558.3 kJ/mol

***

3.
Entry from the Open Molecules 2025 dataset: a structure of composition C22H19B2F4N8ORu at a distorted geometry (wB97M-V/def2-TZVPD).

Structure (XYZ):
```
57
C22H19B2F4N8ORu, DFT wB97M-V/def2-TZVPD
Ru 1.354 0.659 -0.002
B 0.034 -4.038 0.542
N 2.060 -1.981 1.354
C 2.236 -2.527 2.601
C 1.752 -1.644 3.511
C 1.274 -0.553 2.743
N 1.447 -0.763 1.460
N 2.129 -2.032 -1.179
C 2.393 -2.643 -2.381
C 2.049 -1.780 -3.369
C 1.559 -0.632 -2.700
N 1.583 -0.798 -1.398
H -0.065 -4.044 -0.646
H 0.818 -4.722 1.134
H 2.669 -3.506 2.708
H 1.731 -1.750 4.580
H 0.823 0.371 3.065
H 2.807 -3.636 -2.404
H 2.143 -1.926 -4.431
H 1.202 0.301 -3.106
F 4.103 -0.361 0.417
C 3.388 0.784 -0.034
F 3.917 0.979 -1.327
H 3.806 1.609 0.557
O 1.486 2.707 0.724
N 1.298 2.640 -0.551
C 0.742 3.679 -1.121
C 0.514 4.903 -0.420
N 0.346 5.888 0.148
C 0.471 3.588 -2.521
N 0.256 3.513 -3.649
C -3.418 -2.663 -0.506
C -2.423 -2.364 -1.427
C -1.591 -1.268 -1.253
C -1.707 -0.419 -0.137
C -2.728 -0.743 0.785
C -3.559 -1.831 0.603
N -0.889 0.678 0.054
C -1.579 1.846 0.382
C -2.602 2.335 -0.451
C -3.280 3.505 -0.156
C -2.965 4.238 0.984
C -1.961 3.771 1.820
C -1.284 2.596 1.529
H -4.067 -3.518 -0.645
H -2.296 -2.989 -2.306
H -0.848 -1.035 -2.002
H -2.852 -0.106 1.654
H -4.326 -2.043 1.340
H -2.846 1.773 -1.346
H -4.053 3.857 -0.829
H -3.480 5.164 1.205
H -1.691 4.335 2.705
H -0.503 2.241 2.189
F -0.765 -3.281 1.257
B 2.289 -2.650 0.108
F 3.099 -3.715 0.139
```

Computed properties:
Highest occupied orbital energy ... -3.5 eV
LUMO energy ... 1.5 eV
Total charge ... -1
ΔE to the lowest compared entry with this formula, charge and spin ... 307.9 kJ/mol

***

4.
Entry from the Open Molecules 2025 dataset: a cluster of 8 separate species, C25H35ClF7O21P2 in total at a distorted geometry (wB97M-V/def2-TZVPD).

Structure (XYZ):
```
91
C25H35ClF7O21P2, DFT wB97M-V/def2-TZVPD
C -4.546 1.763 -2.684
C -3.382 0.981 -1.811
P -2.567 -0.388 -2.933
C -0.698 -0.233 -2.549
C 0.151 0.622 -3.699
P -3.415 -2.259 -2.135
Cl -4.922 -2.341 -3.690
H -5.579 1.741 -2.130
H -4.193 2.882 -2.773
H -4.560 1.272 -3.749
H -3.806 0.492 -0.813
H -2.526 1.710 -1.485
H -0.183 -1.289 -2.343
H -0.576 0.400 -1.549
H 0.780 -0.172 -4.328
H 0.931 1.336 -3.157
H -0.538 1.262 -4.397
H -4.419 -1.530 -1.349
H -3.999 -3.479 -1.562
H -2.522 -3.088 -2.913
H -2.508 -2.257 -0.980
C -1.373 0.175 -8.215
C 0.079 -0.158 -8.254
O 0.373 -0.508 -6.920
C -0.791 -1.010 -6.421
O -0.869 -1.665 -5.395
O -1.861 -0.695 -7.213
F 0.815 0.927 -8.582
H -1.561 1.213 -7.918
H -1.868 -0.011 -9.171
H 0.330 -0.993 -8.917
C -3.583 -3.060 2.407
C -3.110 -2.019 3.362
O -1.727 -1.937 3.102
C -1.593 -2.275 1.788
O -0.593 -2.058 1.125
O -2.720 -2.879 1.302
F -3.279 -2.425 4.640
H -3.466 -4.077 2.796
H -4.627 -2.915 2.116
H -3.570 -1.036 3.218
C -0.422 0.922 6.554
C -1.791 1.414 6.880
O -2.317 1.781 5.625
C -1.698 0.962 4.729
O -2.082 0.785 3.585
O -0.598 0.356 5.271
F -1.733 2.520 7.657
H 0.316 1.728 6.497
H -0.069 0.172 7.268
H -2.439 0.664 7.347
C 1.581 0.876 0.695
C 1.747 1.834 1.825
O 2.474 2.897 1.252
C 2.119 2.900 -0.064
O 2.322 3.831 -0.825
O 1.501 1.735 -0.425
F 2.494 1.290 2.812
H 2.439 0.206 0.578
H 0.674 0.272 0.792
H 0.804 2.211 2.236
C -2.069 -6.448 3.590
C -1.901 -7.929 3.547
O -2.969 -8.405 4.335
C -3.952 -7.470 4.200
O -5.118 -7.656 4.505
O -3.472 -6.302 3.676
F -0.741 -8.300 4.135
H -1.602 -5.994 4.470
H -1.678 -5.960 2.694
H -1.964 -8.359 2.542
C 5.034 1.649 -2.090
C 6.486 1.315 -2.129
O 6.780 0.966 -0.795
C 5.616 0.464 -0.295
O 5.537 -0.192 0.730
O 4.546 0.779 -1.088
F 7.222 2.401 -2.456
H 4.845 2.686 -1.793
H 4.538 1.463 -3.046
H 6.737 0.481 -2.792
C 4.331 5.550 1.016
C 4.805 6.592 1.971
O 6.188 6.673 1.711
C 6.322 6.336 0.397
O 7.322 6.553 -0.266
O 5.194 5.732 -0.088
F 4.635 6.186 3.250
H 4.449 4.533 1.405
H 3.287 5.696 0.725
H 4.344 7.575 1.828
```

Computed properties:
Highest occupied orbital energy ... -3.1 eV
LUMO energy ... 1.8 eV
Total charge ... -1